16
Properties=species:S:1:pos:R:3:lowdin_charge:R:1 method="wB97M-V/def2-TZVPD" e_homo_ev=-8.87 smiles="CC=O.NCN" lumo_energy_ha=0.0412 max_force_ev_per_a=1.89 de_lowest_kcal_mol=42.05 spin_multiplicity=1 gap_ha=0.3673 total_charge=0
C -5.280 1.829 1.831 -0.060
C -4.848 0.472 2.387 -0.316
O -5.662 -0.287 2.827 0.040
H -6.332 2.029 1.988 0.075
H -4.972 1.848 0.783 0.075
H -4.676 2.667 2.175 0.068
H -3.809 0.151 2.117 0.118
N 6.012 -0.510 -2.331 -0.006
C 4.611 -0.181 -2.120 -0.379
N 3.781 -1.350 -1.882 -0.023
H 6.714 0.007 -1.862 0.046
H 6.134 -1.082 -3.143 0.057
H 4.468 0.503 -1.276 0.108
H 4.239 0.386 -2.972 0.090
H 4.092 -2.182 -2.376 0.054
H 3.893 -1.696 -0.939 0.053